Density functional theory data (wB97M-V/def2-TZVPD) for an isolated molecule of C8H6F4O at a distorted geometry.

Results
molar mass	194.13	Da
total energy	-783.05012	Ha
spin multiplicity	1
relative energy (zero: lowest compared OMol25 entry of this formula, charge and spin)	48.5	kcal/mol
structure (SMILES)	O=C/C=C/C=C\C=C(/F)C(F)(F)F

XYZ file:
```
19
C8H6F4O | the OMol25 dataset | wB97M-V/def2-TZVPD
O 2.16 -2.97 1.11
C 1.39 -2.47 0.34
C 1.43 -1.12 -0.12
C 1.94 -0.16 0.57
C 1.79 1.25 0.29
C 0.70 1.80 -0.32
C -0.62 1.31 -0.57
C -1.33 0.33 0.06
F -0.92 -0.57 0.90
C -2.87 0.16 -0.28
F -3.47 1.20 -0.78
F -2.98 -0.90 -1.06
F -3.53 -0.15 0.89
H 0.59 -3.04 -0.20
H 1.03 -1.16 -1.17
H 2.32 -0.30 1.64
H 2.67 1.89 0.50
H 0.87 2.86 -0.68
H -1.16 2.07 -1.13
```